No. 1
{"formula": "CH8N3S2", "method": "the ωB97M-V functional and the def2-TZVPD basis", "symbols": ["S", "S", "N", "N", "N", "C", "H", "H", "H", "H", "H", "H", "H", "H"], "positions_angstrom": [[2.3716, -0.8382, -1.4360], [3.7073, -0.1630, 0.0325], [-1.2968, -1.0287, -0.3441], [-0.2563, 1.0427, -0.2607], [-2.0201, 0.5738, 1.1577], [-1.1670, 0.1942, 0.1984], [-2.8189, -0.0155, 1.3305], [1.9043, -1.8588, -0.7019], [-2.1277, 1.5637, 1.3127], [3.4028, 1.1322, -0.1484], [0.5543, 0.6684, -0.7634], [-1.6920, -1.7553, 0.2377], [-0.5409, -1.3450, -0.9418], [-0.0206, 1.8296, 0.3268]], "forces_ev_per_a": [[0.2, 0.0, 0.0], [-0.1, 0.1, -0.2], [0.6, 0.0, 0.3], [0.6, 0.0, 0.2], [0.3, -0.1, -0.4], [-0.4, -0.2, 0.0], [-0.1, 0.2, 0.1], [0.0, 0.0, 0.1], [-0.1, -0.1, 0.3], [0.0, 0.0, 0.1], [-0.3, -0.1, 0.0], [-0.2, 0.1, -0.2], [-0.2, 0.1, 0.1], [-0.2, 0.1, -0.1]], "mulliken_charge": [-0.28, -0.07, -0.39, -0.29, -0.37, 0.74, 0.24, 0.21, 0.24, 0.16, 0.08, 0.26, 0.17, 0.29], "total_charge": 1, "orbital_gap_ev": 9.2, "de_lowest_kj_mol": 36.5}

No. 2
{"formula": "CH8N3S2", "method": "the ωB97M-V functional and the def2-TZVPD basis", "symbols": ["S", "S", "N", "N", "N", "C", "H", "H", "H", "H", "H", "H", "H", "H"], "positions_angstrom": [[0.8033, 1.2227, -1.1129], [2.0707, 1.3819, 0.5621], [-1.5353, -0.0520, 0.6935], [-1.0971, -1.5794, -0.9897], [-1.7797, -2.3718, 1.0996], [-1.4934, -1.2995, 0.2651], [-2.0396, -3.2112, 0.5850], [-2.3008, -2.1708, 1.9306], [1.0715, -0.1382, -1.1863], [-0.7709, -0.8474, -1.5775], [-0.9453, 0.6803, 0.3241], [1.3881, 2.3993, 1.0773], [-1.6301, -0.0433, 1.6825], [-0.9128, -2.5232, -1.2369]], "forces_ev_per_a": [[0.8, -0.9, -0.1], [0.0, -0.1, -0.2], [-0.4, -0.8, 0.9], [-0.7, 0.2, 1.5], [0.3, 1.4, -2.0], [0.6, -1.6, -0.5], [0.0, 0.2, 0.6], [-0.2, -0.1, 0.3], [-0.2, 1.1, -0.1], [0.0, 0.3, -0.4], [0.2, 0.0, -0.7], [-0.1, 0.2, 0.2], [-0.3, 0.6, 0.8], [0.1, -0.6, -0.4]], "mulliken_charge": [-0.30, -0.10, -0.27, -0.33, -0.43, 0.79, 0.26, 0.26, 0.22, 0.14, 0.13, 0.19, 0.25, 0.20], "total_charge": 1, "orbital_gap_ev": 9.1, "de_lowest_kj_mol": 67.7}

No. 3
{"formula": "CH8N4P", "method": "the ωB97M-V functional and the def2-TZVPD basis", "symbols": ["P", "N", "N", "N", "N", "C", "H", "H", "H", "H", "H", "H", "H", "H"], "positions_angstrom": [[1.0936, -1.0943, -0.5117], [-1.2832, 0.1499, 0.2190], [-3.5016, -0.2682, 0.0514], [-2.3279, -0.0330, -0.3627], [2.8633, 0.8395, -0.1370], [0.0062, 0.2665, 0.1296], [0.5807, 1.1894, 0.4218], [-4.3013, -0.0516, -0.5650], [2.6375, 1.8111, 0.0875], [2.9206, 0.7142, -1.1227], [-0.0031, -2.0395, -0.3860], [1.3686, -1.1151, 0.9123], [-3.7249, -0.8045, 0.9231], [3.6713, 0.4356, 0.3405]], "forces_ev_per_a": [[-1.2, -0.2, 1.6], [2.1, 0.5, 1.1], [-1.5, -1.5, 2.1], [-0.1, 1.7, -2.5], [-0.5, 0.2, 0.8], [-1.1, -0.3, -0.8], [-1.3, -0.9, 0.1], [1.2, -0.4, 0.1], [0.9, -0.4, 0.0], [0.5, 0.2, -0.6], [0.5, 0.3, -0.1], [0.5, -0.7, -0.7], [0.5, 0.9, -0.7], [-0.3, 0.7, -0.2]], "mulliken_charge": [0.05, 0.16, -0.33, 0.03, -0.78, -0.06, 0.36, 0.29, 0.27, 0.32, 0.06, 0.14, 0.27, 0.24], "total_charge": 1, "orbital_gap_ev": 8.4, "de_lowest_kj_mol": 506.6}

No. 4
{"formula": "CH8N4P", "method": "the ωB97M-V functional and the def2-TZVPD basis", "symbols": ["P", "N", "N", "N", "N", "C", "H", "H", "H", "H", "H", "H", "H", "H"], "positions_angstrom": [[0.6334, 1.0114, 0.7184], [-1.0047, -1.6110, 0.4793], [1.3641, 2.8007, -0.0324], [-2.0591, -2.5212, -1.2411], [-2.0120, -1.7829, -0.1904], [-0.0429, -1.1168, 1.1132], [-1.3504, -3.0881, -1.5097], [2.0584, 0.5537, 1.1079], [0.6165, 0.7583, -0.6032], [-3.0340, -2.7557, -1.5151], [2.2903, 2.3012, -0.1166], [-0.0447, -1.4091, 2.1684], [1.1941, 3.3020, -1.0062], [1.3910, 3.5575, 0.6275]], "forces_ev_per_a": [[0.1, -1.8, 2.2], [-0.1, -0.5, -0.6], [1.5, 0.6, -2.9], [-3.9, 0.5, -0.3], [0.5, 2.0, 1.6], [-0.9, 1.7, 0.1], [2.8, -2.2, -0.9], [-1.9, 0.7, -0.9], [0.1, -0.8, -1.3], [1.3, 0.3, 0.2], [-0.8, 1.7, 0.0], [0.7, -0.6, -0.2], [0.2, -1.7, 2.4], [0.3, 0.2, 0.6]], "mulliken_charge": [0.15, 0.34, -0.71, -0.19, -0.34, -0.26, 0.22, 0.10, 0.06, 0.30, 0.36, 0.31, 0.34, 0.31], "total_charge": 1, "smiles": "N/N=N/C=[PH2][NH3+]", "orbital_gap_ev": 9.0, "de_lowest_kj_mol": 548.5}